## w
An isolated molecule of C4H7NO. Source: OMol25; level of theory: the ωB97M-V functional and the def2-TZVPD basis.

Calculated values
SMILES: COCCC#N
E_LUMO: 0.8 eV

The geometry in ORCA input format:
```
! RIJCOSX wB97M-V def2-TZVPD def2/J DEFGRID3
* xyz 0 1
C -0.966 0.999 -1.671
O -0.826 0.792 -0.282
C -0.119 -0.366 0.065
C 0.506 -0.155 1.447
C 1.473 -1.228 1.685
N 2.229 -2.099 1.764
H -0.186 0.472 -2.237
H -1.942 0.664 -2.042
H -0.864 2.070 -1.863
H -0.762 -1.259 0.081
H 0.684 -0.552 -0.661
H -0.249 -0.146 2.238
H 1.023 0.809 1.475
*
```


## x
An isolated molecule of C4H7NO. Source: OMol25; level of theory: the ωB97M-V functional and the def2-TZVPD basis.

Calculated values
SMILES: C[C@@H]1C=CON1
E_LUMO: 1.1 eV

The geometry in ORCA input format:
```
! RIJCOSX wB97M-V def2-TZVPD def2/J DEFGRID3
* xyz 0 1
C -1.030 -0.497 1.111
C -0.286 -0.572 -0.224
C 1.184 -0.236 -0.096
C 1.287 1.059 -0.371
O 0.130 1.613 -0.853
N -0.764 0.503 -1.118
H -1.024 0.536 1.474
H -0.553 -1.128 1.868
H -2.074 -0.809 0.998
H -0.464 -1.538 -0.708
H 1.976 -0.903 0.204
H 2.110 1.747 -0.219
H -0.491 0.226 -2.065
*
```


## y
An isolated molecule of C4H7NO. Source: OMol25; level of theory: the ωB97M-V functional and the def2-TZVPD basis.

Calculated values
SMILES: C[C@H]1COC=N1
E_LUMO: 1.0 eV

The geometry in ORCA input format:
```
! RIJCOSX wB97M-V def2-TZVPD def2/J DEFGRID3
* xyz 0 1
C -1.333 -0.886 0.264
C -0.345 0.026 -0.547
C 0.335 1.356 -0.039
O 1.606 0.931 0.460
C 1.687 -0.370 0.110
N 0.751 -0.919 -0.524
H -1.903 -1.593 -0.351
H -2.047 -0.264 0.742
H -0.924 -1.544 1.050
H -0.772 0.191 -1.547
H -0.159 1.863 0.776
H 0.534 2.088 -0.831
H 2.570 -0.879 0.437
*
```


## z
An isolated molecule of C4H7NO. Source: OMol25; level of theory: the ωB97M-V functional and the def2-TZVPD basis.

Calculated values
E_LUMO: 0.9 eV

The geometry in ORCA input format:
```
! RIJCOSX wB97M-V def2-TZVPD def2/J DEFGRID3
* xyz 0 1
O -1.470 -0.198 1.448
C -0.683 -0.825 0.479
C -0.739 -0.231 -0.929
C 0.528 0.991 -0.796
N 0.786 1.096 0.657
C 0.692 -0.250 0.270
H -1.031 0.655 1.618
H -0.707 -1.912 0.651
H -1.580 0.384 -1.146
H -0.511 -1.006 -1.677
H 1.455 0.950 -1.389
H 1.768 1.235 0.865
H 1.494 -0.887 -0.051
*
```


w is the most stable structure shown above.